## 1
This record from the OMol25 dataset describes a 3-piece molecular cluster, C4H13NO2 overall. The level of theory is ωB97M-V/def2-TZVPD.

Bonds (Å) are listed after each position.
Cartesian coordinates (Å):
1 C 0.2945 2.3071 -0.1740  C2 1.311, H6 1.075, H7 1.100
2 C -0.0573 1.8998 -1.3700  C1 1.311, C3 1.524, H8 1.091
3 C -0.3388 0.4617 -1.7875  C2 1.524, N4 1.497, H9 1.094, H10 1.103
4 N -0.2931 -0.6176 -0.7505  C3 1.497, C5 1.495, H11 1.021
5 C 1.1018 -1.1034 -0.5219  N4 1.495, H12 1.097, H13 1.100, H14 1.095
6 H 0.5870 3.2915 0.1422  C1 1.075
7 H 0.2580 1.6520 0.7085  C1 1.100
8 H -0.2673 2.6233 -2.1589  C2 1.091
9 H 0.3836 0.2560 -2.5823  C3 1.094
10 H -1.3466 0.2682 -2.1912  C3 1.103
11 H -0.5051 -0.0777 0.0902  N4 1.021
12 H 0.9684 -2.1695 -0.3017  C5 1.097
13 H 1.5678 -0.8144 0.4316  C5 1.100
14 H 1.7528 -0.9954 -1.3952  C5 1.095
15 O -1.7515 -2.3184 1.1915  H16 0.944, H17 0.954
16 H -0.8950 -2.5900 1.4811  O15 0.944
17 H -1.8292 -2.3698 0.2421  O15 0.954
18 O 0.0538 -0.1095 3.3514  H19 0.962, H20 0.964
19 H 0.4754 0.7334 3.1584  O18 0.962
20 H -0.1591 -0.3271 2.4364  O18 0.964

Summary:
SMILES string: C=CCNC.O.O
Charge: 0


## 2
This record from the OMol25 dataset describes a 3-piece molecular cluster, C4H13NO2 overall. The level of theory is ωB97M-V/def2-TZVPD.

Bonds (Å) are listed after each position.
Cartesian coordinates (Å):
1 C 0.6642 -1.2447 -1.9006  C2 1.554, C5 1.521, H6 1.103, H7 1.091
2 C -0.8101 -0.8007 -2.1082  C1 1.554, C3 1.530, H8 1.087, H9 1.087
3 C -1.4340 -0.9609 -0.7206  C2 1.530, N4 1.525, H10 1.084, H11 1.101
4 N -0.3138 -0.9866 0.3145  C3 1.525, C5 1.478, H12 1.018
5 C 0.9558 -0.9368 -0.4400  C1 1.521, N4 1.478, H13 1.131, H14 1.085
6 H 1.2660 -0.6531 -2.6110  C1 1.103
7 H 0.9071 -2.2877 -2.1093  C1 1.091
8 H -1.2676 -1.3957 -2.8945  C2 1.087
9 H -0.9448 0.2344 -2.4103  C2 1.087
10 H -2.3038 -0.3969 -0.4044  C3 1.084
11 H -1.9393 -1.9294 -0.5829  C3 1.101
12 H -0.3651 -0.1721 0.9223  N4 1.018
13 H 1.5097 -1.7383 0.1340  C5 1.131
14 H 1.5060 -0.0011 -0.4433  C5 1.085
15 O 2.0301 5.8165 1.0549  H16 0.947, H17 0.956
16 H 2.1150 5.7412 1.9947  O15 0.947
17 H 1.4019 6.4296 0.6761  O15 0.956
18 O -1.3442 -1.6941 3.7527  H19 0.959, H20 0.959
19 H -0.5363 -1.8610 3.2647  O18 0.959
20 H -1.0968 -1.1626 4.5113  O18 0.959

Summary:
SMILES string: C1CCNC1.O.O
Charge: 0


Ordering by calculated energy gives the sequence 2, 1, with the first entry being the most stable.